C17H24NO3 | the ωB97M-V functional and the def2-TZVPD basis

Calculated values
Orbital gap = 0.347 hartree
HOMO level = -11.88 eV
Charge = +1
Structure (SMILES) = C=CC[NH+](CC=C)CCCOc1ccccc1C(=O)OC
Spin multiplicity = 1
DFT total energy = -25644.25415 eV

Last column: natural (NBO) charge in e.
Element x y z (Å)
C -0.06 -1.08 2.65  -0.316
C -1.37 -1.26 2.54  -0.249
C -2.29 -0.21 1.98  -0.256
N -2.30 -0.20 0.49  -0.459
C -3.13 0.93 -0.01  -0.256
C -3.16 1.03 -1.50  -0.246
C -2.30 1.78 -2.18  -0.317
C -2.72 -1.51 -0.07  -0.227
C -1.97 -1.89 -1.35  -0.432
C -0.50 -2.19 -1.10  -0.071
O 0.11 -0.99 -0.66  -0.542
C 1.46 -0.92 -0.49  0.433
C 2.32 -1.99 -0.69  -0.317
C 3.68 -1.83 -0.52  -0.139
C 4.21 -0.60 -0.17  -0.239
C 3.37 0.47 0.03  -0.115
C 1.99 0.33 -0.12  -0.274
C 1.10 1.48 0.13  0.824
O -0.11 1.42 0.29  -0.675
O 1.76 2.63 0.18  -0.482
C 1.01 3.81 0.44  -0.260
H 0.58 -1.84 3.05  0.219
H 0.41 -0.16 2.35  0.200
H -1.82 -2.18 2.87  0.217
H -1.95 0.78 2.30  0.240
H -3.31 -0.37 2.33  0.226
H -1.31 0.01 0.19  0.553
H -2.69 1.84 0.40  0.242
H -4.14 0.81 0.39  0.223
H -3.94 0.48 -2.01  0.215
H -2.34 1.85 -3.25  0.217
H -1.53 2.33 -1.68  0.204
H -2.52 -2.28 0.68  0.230
H -3.79 -1.48 -0.25  0.226
H -2.05 -1.09 -2.08  0.238
H -2.44 -2.78 -1.77  0.244
H -0.38 -2.98 -0.34  0.186
H -0.03 -2.53 -2.03  0.202
H 1.93 -2.96 -0.97  0.228
H 4.33 -2.68 -0.68  0.231
H 5.28 -0.48 -0.04  0.233
H 3.76 1.43 0.32  0.240
H 0.32 4.01 -0.38  0.192
H 0.43 3.70 1.36  0.196
H 1.73 4.61 0.53  0.215